Entry 1:
Here is a 6-piece molecular cluster, C21H54ClO7S overall in a non-equilibrium geometry from the OMol25 dataset. Energies are from ωB97M-V/def2-TZVPD.

Each line ends with the Löwdin charge.
Atoms and positions in Å:
O  -6.89469  1.07174  3.96260  0.013
O  -5.47460  0.88106  4.07745  -0.158
C  -4.96883  1.57978  3.02452  -0.414
S  -4.62427  0.43502  1.63359  0.780
Cl  -3.39052  -0.95859  2.31135  0.409
H  -7.22217  0.71049  4.80188  0.134
H  -4.07943  2.09834  3.34887  0.119
H  -5.70376  2.27210  2.64960  0.120
H  -5.79398  -0.22906  1.55950  0.010
C  -1.49176  -1.54258  -0.49674  -0.103
C  -2.36391  -1.06258  -1.64489  -0.289
O  -1.84523  0.04890  -2.33786  -0.158
C  -0.57768  -0.13513  -2.95292  -0.270
C  -0.54658  -1.24558  -3.98792  -0.073
H  -1.31419  -0.73075  0.21130  0.059
H  -1.97389  -2.37021  0.02560  0.062
H  -0.51876  -1.89551  -0.83300  0.065
H  -3.33226  -0.73050  -1.25633  0.097
H  -2.57633  -1.88601  -2.33513  0.113
H  0.19506  -0.29305  -2.19285  0.109
H  -0.35299  0.81551  -3.43335  0.120
H  -0.75521  -2.22304  -3.55064  0.065
H  0.43809  -1.29437  -4.45139  0.080
H  -1.28823  -1.06293  -4.76583  0.084
C  -2.80594  5.91159  1.56969  -0.074
C  -2.51484  5.47900  2.99604  -0.278
O  -2.06486  4.13690  3.11428  -0.189
C  -0.85927  3.82093  2.42732  -0.281
C  0.33570  4.64261  2.86956  -0.067
H  -3.54857  5.25523  1.11189  0.073
H  -3.18979  6.93069  1.55859  0.082
H  -1.91411  5.88660  0.94343  0.070
H  -3.43118  5.53063  3.58481  0.115
H  -1.80218  6.16089  3.46808  0.111
H  -1.00622  3.90319  1.34463  0.108
H  -0.67211  2.76719  2.63933  0.112
H  0.20237  5.70518  2.66936  0.065
H  1.23056  4.31969  2.33953  0.083
H  0.50442  4.52570  3.94014  0.087
C  1.35578  -5.42998  2.54368  -0.076
C  0.48988  -4.94043  1.39591  -0.286
O  1.02276  -3.82858  0.70122  -0.178
C  2.28641  -4.02442  0.08628  -0.275
C  2.29866  -5.13047  -0.95327  -0.077
H  1.53594  -4.62512  3.25691  0.080
H  0.86314  -6.25253  3.06165  0.078
H  2.32559  -5.78902  2.19945  0.069
H  -0.47093  -4.60242  1.78851  0.109
H  0.27325  -5.75861  0.70022  0.109
H  3.05753  -4.19452  0.84523  0.108
H  2.52516  -3.07414  -0.39145  0.116
H  2.07295  -6.10542  -0.52276  0.070
H  3.28171  -5.19473  -1.42021  0.083
H  1.55652  -4.93743  -1.72840  0.073
C  0.78736  -6.55671  -5.50739  -0.075
C  1.62469  -6.93758  -4.29838  -0.283
O  0.86587  -7.30715  -3.16211  -0.176
C  0.00755  -8.42270  -3.31914  -0.280
C  0.72303  -9.70890  -3.69392  -0.076
H  0.10782  -5.74067  -5.25854  0.078
H  1.43274  -6.23692  -6.32505  0.079
H  0.18410  -7.39040  -5.86810  0.067
H  2.21489  -6.07685  -3.98289  0.108
H  2.33803  -7.72767  -4.55685  0.110
H  -0.78443  -8.19682  -4.04206  0.107
H  -0.47910  -8.54927  -2.35230  0.116
H  1.21836  -9.63636  -4.66239  0.067
H  0.00993  -10.53129  -3.74730  0.078
H  1.48144  -9.95379  -2.94985  0.082
C  2.07866  9.28143  0.60579  -0.078
C  2.37821  8.86423  2.03562  -0.283
O  2.82715  7.52818  2.16679  -0.173
C  4.02337  7.20113  1.48225  -0.284
C  5.22861  8.01889  1.91236  -0.077
H  1.33625  8.61696  0.16200  0.077
H  1.69240  10.30011  0.58520  0.078
H  2.96735  9.25139  -0.02522  0.067
H  1.46406  8.92041  2.62697  0.115
H  3.09140  9.55553  2.49721  0.108
H  3.87532  7.27231  0.39876  0.107
H  4.20341  6.14957  1.70452  0.115
H  5.10172  9.08069  1.70015  0.067
H  6.11858  7.67933  1.38295  0.079
H  5.39903  7.91167  2.98383  0.082

Its total charge is +1. As for the spin multiplicity: 1. Its calculated total energy is -2217.068843 Eh. The LUMO energy is -5.0793 eV.


Entry 2:
Here is C21H56BeN5O8 as an isolated structure in a non-equilibrium geometry from the OMol25 dataset. Energies are from ωB97M-V/def2-TZVPD.

Each line ends with the Löwdin charge.
Atoms and positions in Å:
Be  0.65062  -0.22191  -0.67495  0.865
O  4.37338  2.28962  -1.63736  0.077
C  3.43169  2.25324  -0.64687  -0.803
O  2.50747  1.39111  -0.73496  -0.098
O  3.48525  3.06877  0.28443  -0.002
H  5.00789  2.91007  -1.24826  0.113
C  -0.54114  -3.64659  -3.44863  -0.043
C  0.07595  -2.42105  -2.79086  -0.428
C  0.49566  -1.39949  -3.81740  -0.209
O  1.00543  -0.25633  -3.18050  -0.233
C  1.46175  0.70739  -4.11664  -0.071
N  -0.92301  -1.79775  -1.91202  0.057
H  -1.59868  -3.54525  -3.68801  0.087
H  -0.41339  -4.49043  -2.76813  0.084
H  0.03370  -3.89521  -4.34394  0.088
H  0.90601  -2.78142  -2.18345  0.113
H  -0.33856  -1.20862  -4.50384  0.145
H  1.23892  -1.92758  -4.42741  0.136
H  2.15232  0.25955  -4.83171  0.107
H  1.97999  1.45767  -3.51868  0.068
H  0.62289  1.23569  -4.57697  0.095
H  -1.30276  -2.51351  -1.29750  0.074
H  -1.76937  -1.52003  -2.40326  0.095
C  -3.87655  0.28762  -0.56496  -0.047
C  -3.10090  0.43362  0.74405  -0.408
C  -3.94626  -0.13394  1.90091  -0.185
O  -3.27539  0.15388  3.13069  -0.217
C  -3.98498  -0.42269  4.23664  -0.092
N  -1.78984  -0.21312  0.66428  0.061
H  -3.92693  -0.75532  -0.88562  0.077
H  -3.34377  0.87211  -1.31994  0.065
H  -4.87170  0.73031  -0.57238  0.088
H  -2.96471  1.50787  0.87677  0.118
H  -4.04222  -1.22717  1.83076  0.129
H  -4.96970  0.23082  2.03016  0.128
H  -3.79744  -1.49909  4.20546  0.080
H  -5.05548  -0.21838  4.20697  0.091
H  -3.51652  -0.00026  5.12289  0.093
H  -1.39976  -0.29472  1.60012  0.042
H  -2.06337  -1.17747  0.47126  0.063
C  0.76468  3.57180  -2.53845  -0.037
C  -0.06335  3.18426  -1.33562  -0.384
C  -1.25798  4.12297  -1.07475  -0.195
O  -2.10691  3.55516  -0.10242  -0.226
C  -3.35074  4.25270  -0.04517  -0.079
N  -0.54865  1.78926  -1.39862  0.090
H  1.73381  3.07808  -2.48328  0.056
H  0.96541  4.64337  -2.58100  0.097
H  0.25511  3.32270  -3.47275  0.081
H  0.55038  3.25468  -0.43358  0.131
H  -1.77024  4.32675  -2.02621  0.131
H  -0.94925  5.11989  -0.74453  0.138
H  -3.99140  3.88278  0.75078  0.090
H  -3.81468  4.06584  -1.01955  0.092
H  -3.25873  5.33860  0.02322  0.093
H  -1.29664  1.85441  -0.71016  0.035
H  -0.98902  1.65860  -2.30646  0.091
C  2.10605  1.74445  3.54000  -0.034
C  1.48901  0.54883  2.78120  -0.383
C  0.39413  -0.18889  3.59748  -0.163
O  -0.02598  -1.38215  2.95664  -0.267
C  -0.74792  -2.23297  3.81912  -0.072
N  0.92227  1.09805  1.54505  0.067
H  1.43689  2.59134  3.69460  0.090
H  2.96876  2.13252  2.99786  0.083
H  2.46394  1.36318  4.49993  0.082
H  2.26844  -0.17797  2.55025  0.126
H  -0.42790  0.51781  3.75807  0.133
H  0.78611  -0.37268  4.60134  0.133
H  -0.13089  -2.67606  4.60807  0.101
H  -1.18661  -2.99952  3.18120  0.101
H  -1.49237  -1.66873  4.38659  0.078
H  0.29954  1.81642  1.91332  0.095
H  1.66882  1.65957  1.12283  0.043
C  2.36456  -4.02447  1.70598  -0.037
C  2.15429  -2.72132  0.93682  -0.405
C  2.97211  -2.71768  -0.36719  -0.185
O  2.77522  -1.56256  -1.14844  -0.239
C  3.75058  -1.26575  -2.13462  -0.063
N  0.74150  -2.48067  0.70930  0.072
H  1.73828  -4.02386  2.59665  0.078
H  3.40744  -4.11416  2.01586  0.089
H  2.16204  -4.88138  1.06074  0.087
H  2.46815  -1.90457  1.58796  0.124
H  2.75103  -3.58723  -0.99746  0.131
H  4.01719  -2.81083  -0.05744  0.137
H  3.44151  -0.30925  -2.55187  0.066
H  3.70797  -1.97036  -2.97018  0.099
H  4.75996  -1.15899  -1.73920  0.107
H  0.20569  -3.31998  0.50105  0.095
H  0.30187  -2.16402  1.58596  0.025

Its total charge is +1. As for the spin multiplicity: 1. Its energy above the lowest of the compared OMol25 structures with the same formula, charge and spin is 0.00 kJ/mol. Its calculated total energy is -1723.919990 Eh. The LUMO energy is -2.3568 eV.


no.,HOMO energy (eV)
1,-11.1
2,-10.7